Entry 1:
ORCA calculation (ωB97M-V with the def2-TZVPD basis set) on a structure of composition C62H39Cl3Ge2I4N4Pb at a distorted geometry.

CARTESIAN COORDINATES (ANGSTROEM)
Pb  0.024  0.275  -0.009
I  -3.989  -2.249  -8.476
I  6.006  -7.423  -0.782
I  4.667  3.672  7.946
I  -4.119  9.364  -0.722
Ge  2.504  0.932  -2.814
Ge  -1.618  -1.734  1.208
Cl  2.318  2.788  -1.732
Cl  4.511  0.328  -2.532
Cl  2.058  1.383  -4.825
N  2.292  0.185  0.652
N  0.273  2.310  0.950
N  1.328  -0.440  -2.067
N  -0.853  1.624  -1.636
C  -0.425  -2.197  2.668
C  2.709  2.220  3.791
C  0.318  -0.852  -3.052
C  -1.587  -1.136  -6.991
C  0.527  3.672  2.717
C  3.987  2.717  3.856
C  -3.615  -1.369  -5.611
C  -3.299  0.070  2.752
C  -3.280  7.508  -0.586
C  -4.051  6.349  -0.502
C  -2.091  3.182  -2.735
C  0.758  -3.886  3.951
C  -3.881  -0.002  0.427
C  0.755  -2.171  -3.594
C  1.708  -2.633  -2.782
C  3.104  -0.919  0.391
C  -0.720  -0.132  -3.438
C  -1.292  6.106  -0.534
C  2.868  -1.855  -0.701
C  4.061  -1.073  1.404
C  -1.898  7.367  -0.585
C  -1.542  -0.610  -4.614
C  2.709  0.678  1.855
C  1.164  -1.607  4.369
C  3.567  -3.170  -0.691
C  4.083  -5.332  0.252
C  5.031  -5.561  -0.709
C  1.013  2.514  2.122
C  -1.985  2.079  -3.539
C  3.831  0.006  2.318
C  -0.965  -4.893  -1.487
C  -0.784  -3.872  -0.571
C  -1.874  -3.066  -0.109
C  1.982  2.055  4.977
C  0.223  -1.215  3.435
C  3.361  -4.147  0.270
C  2.113  1.736  2.517
C  -2.246  -5.159  -1.969
C  3.832  3.010  6.196
C  -3.447  5.113  -0.354
C  -2.057  4.954  -0.403
C  2.576  2.439  6.208
C  -5.279  1.258  1.900
C  -1.394  3.643  -0.371
C  5.220  -4.637  -1.716
C  -3.149  -3.390  -0.605
C  -0.906  -0.630  -5.874
C  -3.077  -0.463  1.508
C  -0.467  4.180  1.955
C  -0.619  3.311  0.809
C  4.562  3.147  5.038
C  2.044  -1.646  -1.767
C  -1.432  2.878  -1.516
C  -0.212  -3.550  3.046
C  -1.156  1.130  -2.842
C  -4.938  0.823  0.648
C  -2.930  -1.457  -6.843
C  -3.306  -4.421  -1.505
C  4.553  -3.439  -1.663
C  -4.430  0.900  2.919
C  1.514  -2.920  4.561
C  -2.892  -0.952  -4.532
H  -2.521  1.904  -4.499
H  -2.758  -0.222  3.638
H  -4.033  -2.857  -0.300
H  0.219  -3.648  -0.182
H  4.673  2.750  3.020
H  -1.279  8.271  -0.654
H  2.193  -3.576  -2.860
H  -3.727  -0.445  -0.548
H  -2.391  -5.969  -2.691
H  2.187  -3.307  5.314
H  0.822  4.082  3.649
H  -5.499  1.141  -0.185
H  -0.111  -0.163  3.366
H  -1.014  5.105  2.168
H  4.411  0.100  3.155
H  1.720  -0.843  4.899
H  -3.430  -0.878  -3.601
H  -5.128  6.447  -0.432
H  0.151  -0.340  -5.908
H  -6.118  1.905  2.088
H  2.009  2.215  7.105
H  -4.287  -4.673  -1.883
H  -1.125  -1.182  -7.945
H  -4.654  -1.669  -5.510
H  -4.095  4.304  -0.133
H  4.892  -1.783  1.387
H  -4.645  1.234  3.910
H  -0.147  -5.452  -1.915
H  5.958  -4.867  -2.479
H  0.277  -2.752  -4.363
H  2.706  -3.963  1.069
H  -0.768  -4.340  2.627
H  0.952  1.606  4.994
H  0.849  -4.857  4.356
H  -2.552  4.121  -2.911
H  5.560  3.542  4.995
H  3.890  -6.022  1.046
H  -0.225  6.063  -0.597
H  4.690  -2.685  -2.425

Values from the calculation:
- Charge: +2
- Gap between HOMO and LUMO (alpha / beta): 0.199 / 0.199 hartree
- 2S+1: 1
- Molar mass: 1806.4 g/mol
- Strongest force on any atom: 4.587 eV/Å



Entry 2:
ORCA calculation (ωB97M-V with the def2-TZVPD basis set) on an isolated molecule of C4H8O at a distorted geometry.

CARTESIAN COORDINATES (ANGSTROEM)
O  -0.334  0.398  2.101
C  0.677  -1.002  0.218
C  0.198  -0.459  -1.222
C  -0.732  0.544  -0.529
C  0.171  0.389  0.768
H  -1.754  0.135  -0.474
H  -0.258  -1.088  -1.977
H  1.012  0.050  -1.658
H  -1.055  1.248  2.182
H  1.759  -1.268  0.312
H  -0.636  1.667  -0.814
H  0.965  1.217  0.531
H  -0.013  -1.830  0.562

Values from the calculation:
- Gap between HOMO and LUMO: 0.392 hartree
- 2S+1: 1
- Molar mass: 72.1 g/mol
- SMILES: OC1CCC1
- Strongest force on any atom: 4.786 eV/Å



Entry 3:
ORCA calculation (ωB97M-V with the def2-TZVPD basis set) on an isolated molecule of C9H12BrN at a distorted geometry.

CARTESIAN COORDINATES (ANGSTROEM)
Br  2.558  -0.780  -0.247
N  0.623  -0.560  -0.377
C  0.160  -0.109  -1.805
C  0.102  -0.072  0.860
C  -0.762  0.977  1.036
C  0.844  1.092  -2.277
C  0.241  -0.978  1.957
C  -1.337  0.299  3.258
C  -0.365  -0.700  3.155
C  0.284  -1.372  -2.650
C  -1.448  1.197  2.222
H  -0.296  -1.246  4.036
H  -0.972  1.779  0.241
H  -0.494  -2.001  -2.214
H  -1.700  0.294  4.236
H  -1.908  2.166  2.333
H  0.004  -0.974  -3.644
H  1.902  0.984  -2.517
H  -0.933  0.098  -1.893
H  0.399  1.541  -3.211
H  1.368  -1.824  -2.525
H  0.846  -1.790  1.659
H  0.885  1.981  -1.632

Values from the calculation:
- Gap between HOMO and LUMO: 0.303 hartree
- 2S+1: 1
- Molar mass: 214.1 g/mol
- SMILES: CC(C)N(Br)c1ccccc1
- Strongest force on any atom: 3.631 eV/Å



Entry 4:
ORCA calculation (ωB97M-V with the def2-TZVPD basis set) on a structure of composition C31H33AsBrCl3GeN3S4SiV at a distorted geometry.

CARTESIAN COORDINATES (ANGSTROEM)
Br  -0.234  6.980  0.677
As  2.597  -1.463  -4.712
Ge  0.419  1.666  -3.929
V  0.973  -0.091  -2.358
Cl  0.579  1.151  -6.059
Cl  -1.661  2.557  -3.971
Cl  1.582  3.556  -3.781
S  0.517  -1.708  -3.845
S  3.196  0.413  -3.668
S  3.814  -3.158  -4.201
S  2.767  -1.443  -6.830
Si  -1.777  -0.496  -0.127
N  0.639  -1.539  1.087
N  2.328  -1.173  -1.192
N  1.712  1.391  -0.838
C  0.044  3.179  -0.888
C  -4.841  -3.213  -0.976
C  -1.016  -0.200  -1.789
C  -2.559  2.220  0.364
C  -2.173  1.005  0.956
C  3.752  -3.039  -1.126
C  1.739  -1.807  3.850
C  -0.736  -1.848  0.746
C  2.919  1.022  -0.492
C  3.288  -0.355  -0.670
C  1.206  -3.004  3.011
C  1.979  -0.572  2.968
C  -2.662  1.999  3.134
C  -2.309  0.890  2.357
C  -5.986  -2.633  -0.417
C  1.320  2.707  -0.484
C  -5.860  -1.388  0.196
C  -2.943  3.239  2.542
C  2.082  3.546  0.370
C  2.540  -2.462  -1.462
C  4.783  -2.195  -0.626
C  -4.630  -0.732  0.270
C  -2.911  3.335  1.136
C  1.625  4.828  0.712
C  0.392  5.274  0.225
C  0.806  -0.386  2.000
C  4.572  -0.851  -0.418
C  1.382  -2.758  1.503
C  -3.465  -1.323  -0.267
C  -3.605  -2.585  -0.888
C  -0.384  4.469  -0.607
H  -0.576  2.519  -1.471
H  2.683  -2.109  4.331
H  2.446  -2.590  1.296
H  2.239  5.487  1.313
H  1.746  -3.911  3.278
H  -6.960  -3.122  -0.472
H  -1.366  -0.998  -2.453
H  -3.148  4.116  3.135
H  5.759  -2.610  -0.438
H  0.942  0.510  1.377
H  -1.311  -2.214  1.614
H  -1.336  4.809  -1.001
H  1.076  -3.608  0.897
H  -4.903  -4.154  -1.507
H  5.314  -0.192  0.007
H  1.724  -3.025  -1.922
H  -2.754  -3.112  -1.315
H  -2.550  2.317  -0.713
H  0.148  -3.205  3.203
H  2.049  0.333  3.582
H  3.688  1.725  -0.188
H  -2.193  -0.068  2.844
H  -1.458  0.709  -2.236
H  -4.587  0.241  0.752
H  -2.698  1.879  4.217
H  3.022  3.186  0.763
H  -6.725  -0.920  0.655
H  2.908  -0.682  2.409
H  3.958  -4.082  -1.352
H  -0.106  -0.252  2.603
H  -0.713  -2.687  0.025
H  1.022  -1.575  4.637
H  -3.137  4.280  0.648

Values from the calculation:
- Charge: -1
- Gap between HOMO and LUMO (alpha / beta): 0.219 / 0.203 hartree
- 2S+1: 4
- Molar mass: 988.7 g/mol
- Strongest force on any atom: 1.965 eV/Å



Entry 5:
ORCA calculation (ωB97M-V with the def2-TZVPD basis set) on an isolated molecule of C6H13NO3Si at a distorted geometry.

CARTESIAN COORDINATES (ANGSTROEM)
Si  1.139  0.072  0.393
O  -2.233  -1.860  -1.228
O  -2.290  1.543  -1.060
O  -3.748  -1.091  0.138
N  -2.632  -1.156  -0.330
C  -1.472  -0.300  0.250
C  2.483  -0.883  -0.608
C  0.121  1.371  -0.569
C  -0.290  -1.224  0.417
C  -1.243  0.622  -0.928
C  1.633  0.885  2.070
H  2.769  0.829  2.214
H  1.064  0.300  2.836
H  2.526  -0.830  -1.798
H  2.491  -1.926  -0.405
H  1.485  2.004  1.957
H  -0.033  -1.872  -0.370
H  -2.253  1.962  -2.014
H  -1.855  0.027  1.221
H  3.512  -0.450  -0.312
H  0.516  1.716  -1.493
H  -0.451  -1.957  1.253
H  -0.200  2.120  0.132
H  -1.040  0.098  -1.765

Values from the calculation:
- Gap between HOMO and LUMO: 0.388 hartree
- 2S+1: 1
- Molar mass: 175.3 g/mol
- SMILES: C[Si]1(C)C[C@H](O)[C@@H]([N+](=O)[O-])C1
- Strongest force on any atom: 5.700 eV/Å



Entry 6:
ORCA calculation (ωB97M-V with the def2-TZVPD basis set) on a structure of composition C4BF18O9P3V at a distorted geometry.

CARTESIAN COORDINATES (ANGSTROEM)
V  -0.445  -0.940  1.958
P  -2.836  1.522  0.271
P  2.262  -3.396  0.055
P  -2.400  -2.971  2.171
F  1.651  -2.350  1.237
F  1.291  -2.686  -0.919
F  2.866  -4.155  -1.263
F  3.294  -2.430  -0.673
F  -3.464  0.072  -0.236
F  1.165  -4.546  0.395
F  -4.037  -2.843  2.039
F  -1.688  0.597  1.034
F  -3.682  1.354  1.627
F  -2.582  -3.474  3.698
F  -2.118  2.865  0.819
F  -2.002  1.568  -1.135
F  -2.396  -4.424  1.592
F  -2.171  -1.581  2.844
F  -2.169  -2.089  0.873
F  -3.879  2.242  -0.748
F  -0.735  -3.122  2.300
F  3.555  -3.948  0.915
O  0.482  -0.868  3.224
O  0.311  5.407  -3.673
O  1.065  2.197  -0.436
O  0.765  0.235  0.625
O  2.328  -0.739  -1.945
O  2.133  1.499  -2.320
O  2.480  3.884  -1.361
O  0.591  3.319  -2.655
O  2.580  6.146  -1.808
C  2.012  0.385  -1.565
C  0.925  4.666  -2.951
C  1.181  0.882  -0.324
C  2.068  5.025  -1.999
B  1.602  2.697  -1.665

Values from the calculation:
- Charge: -2
- Gap between HOMO and LUMO (alpha / beta): 0.265 / 0.284 hartree
- 2S+1: 2
- Molar mass: 688.7 g/mol
- Strongest force on any atom: 7.113 eV/Å



Entry 7:
ORCA calculation (ωB97M-V with the def2-TZVPD basis set) on the ion C2H9N2S2 with charge +1 at a distorted geometry.

CARTESIAN COORDINATES (ANGSTROEM)
S  1.852  0.186  0.823
S  3.196  0.712  -0.622
N  0.225  -0.730  -1.184
N  -0.936  -0.496  1.000
C  -0.309  1.542  -0.391
C  0.160  0.170  -0.223
H  -0.327  2.315  0.389
H  -1.414  -1.341  0.691
H  0.990  -1.422  -1.155
H  0.302  2.064  -1.251
H  -1.728  0.240  1.285
H  3.161  -0.415  -1.304
H  -0.406  -0.754  1.803
H  -1.377  1.418  -0.617
H  -0.227  -0.520  -2.036

Values from the calculation:
- Charge: +1
- Gap between HOMO and LUMO: 0.351 hartree
- 2S+1: 1
- Molar mass: 125.2 g/mol
- SMILES: C[C@](N)([NH3+])SS
- Strongest force on any atom: 4.820 eV/Å



Entry 8:
ORCA calculation (ωB97M-V with the def2-TZVPD basis set) on a structure of composition C6H11N3 at a distorted geometry.

CARTESIAN COORDINATES (ANGSTROEM)
N  -1.783  0.409  -1.234
N  1.363  0.999  0.253
N  0.786  -0.109  -0.181
C  -2.218  1.149  -0.314
C  2.575  1.300  0.260
C  -1.264  1.029  0.822
C  -0.568  -0.174  0.175
C  -1.170  -1.563  0.571
C  1.343  -1.104  -1.061
H  2.586  2.366  0.596
H  -0.720  1.930  0.968
H  1.862  -0.557  -2.024
H  -1.471  -2.070  -0.311
H  0.738  -1.881  -1.519
H  -2.153  -1.312  1.037
H  -0.604  -2.209  1.315
H  -1.870  0.787  1.789
H  -2.982  1.819  -0.435
H  3.389  0.808  -0.192
H  2.160  -1.618  -0.515

Values from the calculation:
- Gap between HOMO and LUMO: 0.314 hartree
- 2S+1: 1
- Molar mass: 125.2 g/mol
- Strongest force on any atom: 4.049 eV/Å



Entry 9:
ORCA calculation (ωB97M-V with the def2-TZVPD basis set) on a cluster of 3 separate species, C4H15NO2 in total at a distorted geometry.

CARTESIAN COORDINATES (ANGSTROEM)
O  2.734  0.317  2.157
O  -0.653  0.928  -3.131
N  -0.243  0.721  -0.228
C  0.585  -2.188  0.107
C  -1.127  -0.313  0.292
C  -0.824  -1.680  -0.282
C  -0.491  2.110  0.120
H  0.767  -3.111  -0.434
H  -0.819  -1.618  -1.371
H  -1.555  -2.413  0.048
H  -1.580  1.008  -3.374
H  3.088  1.201  2.005
H  0.730  0.571  0.058
H  0.351  2.761  -0.119
H  -1.130  -0.312  1.392
H  2.858  0.148  3.096
H  -0.612  2.245  1.196
H  0.754  -2.334  1.173
H  -1.396  2.485  -0.359
H  1.331  -1.460  -0.223
H  -0.616  0.939  -2.173
H  -2.152  -0.006  0.047

Values from the calculation:
- Charge: +1
- Gap between HOMO and LUMO (alpha / beta): 0.449 / 0.246 hartree
- 2S+1: 2
- Molar mass: 109.2 g/mol
- Strongest force on any atom: 4.098 eV/Å



Entry 10:
ORCA calculation (ωB97M-V with the def2-TZVPD basis set) on a structure of composition C3H4O3Sc at a distorted geometry.

CARTESIAN COORDINATES (ANGSTROEM)
Sc  0.688  0.013  -0.006
O  2.291  -1.229  0.031
O  4.329  -0.318  0.337
O  2.474  0.953  0.220
C  -2.294  -0.321  -0.283
C  -1.578  0.743  0.191
C  3.104  -0.204  0.197
H  -2.296  -1.291  0.224
H  -1.828  1.071  1.207
H  -1.963  0.985  -0.947
H  -2.928  -0.401  -1.170

Values from the calculation:
- Charge: +1
- Gap between HOMO and LUMO: 0.231 hartree
- 2S+1: 1
- Molar mass: 133.0 g/mol
- Strongest force on any atom: 6.440 eV/Å



Entry 11:
ORCA calculation (ωB97M-V with the def2-TZVPD basis set) on the ion C4H9N2 with charge +1 at a distorted geometry.

CARTESIAN COORDINATES (ANGSTROEM)
N  1.118  -0.943  0.368
N  -1.717  -1.898  -0.487
C  0.714  0.456  0.618
C  1.301  1.461  -0.363
C  -0.817  0.315  0.503
C  -0.896  -1.015  -0.115
H  -1.336  0.294  1.470
H  -2.731  -1.758  -0.433
H  -1.418  -2.801  -0.847
H  1.691  -1.064  -0.465
H  0.945  1.277  -1.374
H  -1.305  1.101  -0.083
H  1.042  0.703  1.637
H  2.387  1.401  -0.349
H  1.023  2.471  -0.078

Values from the calculation:
- Charge: +1
- Gap between HOMO and LUMO (alpha / beta): 0.336 / 0.336 hartree
- 2S+1: 1
- Molar mass: 85.1 g/mol
- Strongest force on any atom: 5.377 eV/Å



Entry 12:
ORCA calculation (ωB97M-V with the def2-TZVPD basis set) on a cluster of 2 separate species, CHClN2 in total at a distorted geometry.

CARTESIAN COORDINATES (ANGSTROEM)
Cl  -3.574  0.804  0.146
N  -0.121  -0.197  0.363
N  0.389  -0.073  -0.933
C  1.188  -0.247  0.049
H  2.117  -0.287  0.374

Values from the calculation:
- Gap between HOMO and LUMO (alpha / beta): 0.452 / 0.182 hartree
- 2S+1: 1
- Molar mass: 76.5 g/mol
- Strongest force on any atom: 5.608 eV/Å